# C40H64GeN3O2Si3Ti

A molecular structure, C40H64GeN3O2Si3Ti (the ωB97M-V functional and the def2-TZVPD basis, the Open Molecules 2025 dataset).

CARTESIAN COORDINATES (ANGSTROEM)
Ti 0.11 -0.07 -0.64
C -3.16 -0.61 -2.52
C -1.78 -1.29 -2.57
C -1.42 -1.64 -4.01
C -1.65 -2.57 -1.75
C -2.66 -3.52 -1.78
C -2.48 -4.75 -1.19
C -1.27 -5.06 -0.58
C -0.24 -4.14 -0.49
C 1.06 -4.51 0.20
C 0.88 -5.64 1.23
C 2.12 -4.97 -0.80
C -0.45 -2.87 -1.08
N 0.59 -1.88 -1.06
C 1.49 -2.00 -2.08
O 1.50 -2.82 -2.97
C 2.45 -0.83 -2.07
C 3.58 -0.66 -2.86
C 4.14 0.61 -2.92
C 3.53 1.68 -2.27
C 2.40 1.42 -1.50
N 1.94 0.18 -1.37
C 1.33 2.41 -1.08
O 1.54 3.57 -0.81
N 0.13 1.77 -1.16
C -0.96 2.60 -1.57
C -1.77 3.26 -0.64
C -2.78 4.08 -1.10
C -2.99 4.26 -2.46
C -2.18 3.62 -3.37
C -1.15 2.78 -2.95
C -0.24 2.12 -3.97
C -0.98 1.77 -5.27
C 0.94 3.04 -4.29
C -1.55 3.15 0.85
C -2.79 2.55 1.51
C -1.19 4.53 1.42
H -3.15 0.26 -3.17
H -3.43 -0.28 -1.52
H -3.93 -1.28 -2.88
H -1.04 -0.52 -2.19
H -2.19 -2.28 -4.44
H -0.48 -2.18 -4.06
H -1.36 -0.75 -4.63
H -3.59 -3.31 -2.29
H -3.27 -5.49 -1.22
H -1.13 -6.05 -0.18
H 1.43 -3.62 0.73
H 0.78 -6.59 0.72
H 0.01 -5.50 1.87
H 1.76 -5.70 1.86
H 1.74 -5.80 -1.39
H 3.01 -5.29 -0.28
H 2.40 -4.18 -1.49
H 3.98 -1.48 -3.44
H 5.02 0.78 -3.52
H 3.88 2.69 -2.39
H -3.40 4.61 -0.39
H -3.78 4.91 -2.80
H -2.34 3.79 -4.42
H 0.16 1.18 -3.53
H -1.06 2.65 -5.91
H -1.98 1.41 -5.06
H -0.44 1.01 -5.83
H 0.59 3.92 -4.81
H 1.66 2.53 -4.92
H 1.44 3.37 -3.38
H -0.68 2.48 1.04
H -3.54 3.32 1.68
H -2.54 2.10 2.47
H -3.23 1.79 0.86
H -2.04 5.20 1.35
H -0.37 4.96 0.85
H -0.89 4.46 2.46
C 3.48 -1.53 0.99
Si 3.05 -0.04 2.11
C 3.63 -0.41 3.89
C 3.85 1.56 1.44
Ge 0.47 0.27 1.88
Si 0.28 1.75 4.21
C -1.31 2.61 4.83
C 0.67 0.30 5.40
C 1.58 3.10 3.85
Si -1.50 -1.21 2.53
C -2.54 -1.04 0.92
C -2.60 -0.81 4.04
C -0.92 -3.01 2.74
H 4.36 -1.31 0.39
H 2.67 -1.80 0.32
H 3.72 -2.40 1.60
H 4.71 -0.53 3.86
H 3.21 -1.33 4.29
H 3.42 0.39 4.60
H 4.86 1.32 1.10
H 3.94 2.33 2.20
H 3.30 1.98 0.61
H -2.20 1.98 4.81
H -1.55 3.52 4.28
H -1.17 2.90 5.87
H -0.14 0.18 6.11
H 1.56 0.48 5.98
H 0.79 -0.65 4.88
H 1.60 3.38 2.80
H 2.59 2.81 4.14
H 1.34 4.00 4.41
H -3.55 -0.68 1.12
H -2.64 -2.00 0.44
H -2.05 -0.32 0.22
H -3.02 0.19 4.05
H -2.05 -0.95 4.96
H -3.43 -1.51 4.04
H -1.59 -3.54 3.41
H -0.94 -3.53 1.79
H 0.08 -3.09 3.16

Values from the calculation:
frontier orbital gap (alpha / beta): 6.430 / 5.616 eV
⟨S²⟩: 0.756
spin multiplicity: 2
net charge: +2
E_HOMO (alpha / beta): -13.6 / -13.7 eV
lowest unoccupied orbital energy (alpha / beta): -7.15 / -8.13 eV


# C40H65F17N5O7

5 unconnected molecules or ions with the total composition C40H65F17N5O7 (the ωB97M-V functional and the def2-TZVPD basis, the Open Molecules 2025 dataset).

CARTESIAN COORDINATES (ANGSTROEM)
C 2.36 -0.20 2.54
C 2.81 0.85 1.70
N 3.43 1.97 0.84
C 3.23 1.55 -0.60
C 4.24 0.38 -1.14
C 3.30 -0.78 -1.90
C 2.70 -1.75 -0.69
C 2.75 -3.36 -1.07
C 1.48 -3.84 -2.02
C 1.29 -5.47 -2.07
C 0.52 -6.11 -0.77
C -0.81 -5.27 -0.29
C -1.49 -5.91 1.10
C -0.39 -5.71 2.31
C -1.00 -4.94 3.64
O -0.11 -3.88 4.16
C -0.10 -2.73 3.22
C 4.87 2.08 1.29
C 5.82 3.06 0.37
C 7.44 2.63 0.42
O 8.38 3.48 0.91
O 7.87 1.30 -0.07
C 2.73 3.25 1.25
C 1.24 3.44 0.53
C 0.36 4.59 1.31
F -0.39 5.42 0.30
F 1.38 5.55 1.88
C -0.53 4.08 2.57
F 0.41 3.47 3.58
F -1.07 5.31 3.26
C -1.67 2.95 2.27
F -1.02 1.61 2.04
F -2.39 2.78 3.59
C -2.67 3.26 1.01
F -1.86 2.94 -0.22
F -3.12 4.68 1.07
C -4.01 2.34 0.92
F -3.60 0.89 0.82
F -4.89 2.39 2.15
C -5.03 2.71 -0.33
F -6.22 3.42 0.28
F -4.48 3.66 -1.32
C -5.65 1.41 -1.12
F -6.79 1.95 -1.96
F -6.32 0.44 -0.17
C -4.63 0.68 -2.17
F -5.07 0.96 -3.58
F -4.77 -0.80 -1.93
F -3.22 1.11 -2.08
H 1.99 -0.88 3.42
H 2.12 1.17 -0.83
H 3.46 2.52 -1.26
H 5.05 0.82 -1.89
H 4.82 -0.20 -0.31
H 3.95 -1.45 -2.61
H 2.37 -0.29 -2.46
H 1.58 -1.45 -0.39
H 3.32 -1.65 0.32
H 2.67 -3.96 -0.06
H 3.79 -3.64 -1.54
H 0.49 -3.26 -1.76
H 1.78 -3.51 -3.13
H 0.80 -5.87 -3.06
H 2.39 -5.93 -2.05
H 0.13 -7.19 -1.07
H 1.27 -6.30 0.13
H -0.60 -4.12 -0.08
H -1.62 -5.31 -1.15
H -2.43 -5.22 1.36
H -1.81 -7.03 0.97
H 0.50 -5.10 1.86
H 0.07 -6.76 2.64
H -2.05 -4.49 3.39
H -1.18 -5.75 4.50
H 0.92 -2.77 2.64
H -0.19 -1.72 3.84
H -0.99 -2.80 2.46
H 5.43 1.04 1.38
H 4.87 2.54 2.38
H 5.79 4.14 0.88
H 5.47 3.21 -0.73
H 7.23 1.12 -0.85
H 2.69 3.27 2.42
H 3.34 4.21 0.92
H 1.48 3.90 -0.55
H 0.68 2.43 0.32
C -3.76 7.73 -2.47
C -4.72 8.14 -3.55
O -4.74 9.28 -4.01
N -5.59 7.21 -4.03
C -5.73 5.83 -3.63
H -3.13 8.58 -2.20
H -4.30 7.40 -1.59
H -3.11 6.93 -2.84
H -6.21 7.57 -4.75
H -5.57 5.20 -4.52
H -6.75 5.68 -3.27
H -5.03 5.54 -2.85
C 1.03 -10.26 5.00
C 1.17 -9.55 3.68
O 0.35 -8.72 3.29
N 2.25 -9.84 2.91
C 3.33 -10.77 3.18
H 0.11 -9.93 5.50
H 0.95 -11.34 4.83
H 1.88 -10.04 5.64
H 2.28 -9.32 2.04
H 4.27 -10.21 3.17
H 3.35 -11.50 2.37
H 3.21 -11.28 4.13
C -9.47 2.65 0.68
C -10.68 2.73 1.57
O -11.00 1.81 2.31
N -11.42 3.87 1.55
C -11.21 5.06 0.76
H -8.98 1.68 0.81
H -9.77 2.74 -0.37
H -8.76 3.44 0.94
H -12.22 3.85 2.18
H -11.09 5.91 1.44
H -12.10 5.22 0.14
H -10.33 4.99 0.11
C 8.44 2.73 -5.34
C 7.84 1.45 -4.81
O 6.67 1.14 -5.02
N 8.64 0.62 -4.08
C 10.02 0.80 -3.72
H 7.68 3.28 -5.90
H 8.78 3.35 -4.51
H 9.27 2.50 -6.01
H 8.16 -0.21 -3.76
H 10.59 -0.05 -4.12
H 10.10 0.79 -2.63
H 10.44 1.73 -4.11

Values from the calculation:
frontier orbital gap: 7.147 eV
net charge: +1
E_HOMO: -10.5 eV
lowest unoccupied orbital energy: -3.36 eV